1.
Density functional theory data (ωB97M-V/def2-TZVPD) for 15 unconnected molecules or ions with the total composition C28H37BCl42F8O2S in a non-equilibrium geometry.

```
119
Properties=species:S:1:pos:R:3:forces:R:3:lowdin_charge:R:1
O 0.43893 -4.41213 -1.41947 0.5 -0.3 -0.5 -0.079
C 1.10218 -3.85227 -0.30099 -0.6 0.5 1.2 -0.259
C 1.03142 -4.71252 0.98353 -0.4 -0.7 -0.5 -0.156
C 0.07455 -5.91573 0.87993 0.4 -0.1 0.9 -0.208
C -0.26058 -6.46072 2.28977 -0.5 0.6 -0.2 -0.160
B -1.33611 -5.60032 3.07449 0.3 0.4 0.4 -0.283
C -0.98583 -5.14268 4.55977 -0.6 -0.6 -0.7 -0.185
C -1.91282 -5.98613 5.48911 1.1 0.5 -0.4 -0.276
C -1.38078 -6.05585 6.92875 -0.5 -0.3 0.3 -0.570
S -2.76954 -5.66022 8.06183 -0.3 0.0 0.1 0.675
C -2.76468 -5.16903 2.50732 0.6 -0.2 -0.2 -0.062
C -2.67643 -4.01300 1.49377 -0.3 -0.7 1.4 -0.197
O -3.89623 -3.27299 1.58513 0.3 0.1 -0.6 -0.092
C -4.05153 -2.36420 0.53312 -0.8 -0.2 -0.3 -0.093
C -3.65111 -0.90844 0.88531 0.8 -1.9 0.7 -0.434
F -4.63662 -0.05213 0.64881 -0.7 0.9 -1.1 0.143
F -3.47767 -0.86939 2.20740 0.5 0.1 1.1 0.152
C -2.30524 -0.44353 0.28595 -1.2 1.7 -0.5 -0.376
F -1.89931 0.60359 1.02512 0.2 0.8 0.3 0.133
F -1.37439 -1.36293 0.39271 0.6 -1.3 0.1 0.183
C -2.30810 0.06599 -1.17999 0.3 -1.6 -0.1 -0.433
F -2.96792 1.18713 -1.36255 -1.1 1.0 0.3 0.151
F -1.03201 0.32124 -1.47325 1.1 0.0 -0.1 0.106
C -2.77395 -0.93524 -2.24122 0.7 1.5 -1.5 -0.330
F -2.11225 -2.08436 -2.16092 0.2 -1.2 0.5 0.111
F -4.08685 -1.11831 -2.22034 -1.1 -0.5 0.6 0.135
H -0.45803 -4.07774 -1.45208 -0.1 0.1 0.0 0.070
H 0.62272 -2.90146 -0.07605 0.1 0.3 0.0 0.092
H 2.14571 -3.63463 -0.51518 -0.1 -0.2 -0.4 0.065
H 2.00912 -5.14091 1.17434 0.2 0.1 0.2 0.053
H 0.75920 -4.13695 1.87049 0.0 0.4 -0.1 0.109
H -0.85204 -5.67255 0.37760 -0.1 0.0 -0.4 0.085
H 0.60309 -6.69172 0.33493 -0.2 -0.1 -0.4 0.077
H 0.65380 -6.50696 2.87309 0.1 -0.2 0.1 0.045
H -0.63561 -7.48349 2.18978 -0.1 -0.1 0.0 0.093
H -1.19536 -4.08282 4.70936 0.0 -0.1 0.1 0.048
H 0.06449 -5.35977 4.76099 0.0 0.1 0.2 0.076
H -2.89642 -5.53447 5.44986 -0.3 -0.2 0.1 0.079
H -1.93877 -6.99317 5.07131 -0.4 -0.2 0.2 0.111
H -1.05482 -7.07268 7.12019 0.1 -0.1 0.3 0.063
H -0.54782 -5.39255 7.11719 0.0 0.0 -0.1 0.009
H -2.23951 -4.91944 9.05771 0.4 -0.3 -0.3 -0.171
H -3.23663 -6.03481 2.03819 -0.3 0.1 0.0 0.116
H -3.37121 -4.82101 3.34060 -0.2 0.0 0.0 0.104
H -2.55286 -4.45219 0.50681 0.1 0.4 -0.3 0.117
H -1.84196 -3.37819 1.79623 0.1 0.3 -0.4 0.124
H -5.11327 -2.32529 0.29325 -0.1 0.1 0.0 0.148
H -3.55518 -2.72933 -0.36287 0.2 0.1 -0.1 0.114
H -2.52218 -0.50901 -3.21152 0.1 0.3 -0.1 0.176
C -0.64423 2.65577 3.00732 0.0 0.1 0.0 -1.522
Cl -1.90541 2.61697 4.23903 0.0 0.0 0.0 0.546
Cl -0.24355 4.32049 2.57232 -0.2 -0.8 0.0 0.474
Cl 0.79678 1.79446 3.56165 0.0 0.0 0.0 0.528
H -1.01764 2.15492 2.12452 0.1 0.1 0.1 -0.020
C 2.37457 -2.77010 -3.52817 -0.1 0.0 -0.1 -1.529
Cl 3.80837 -3.13601 -2.56952 0.1 0.0 -0.1 0.560
Cl 1.47766 -1.42625 -2.81989 -0.1 0.0 0.1 0.548
Cl 2.80313 -2.39002 -5.19576 0.1 -0.2 0.0 0.522
H 1.73629 -3.64477 -3.52419 0.0 0.0 0.1 0.005
C 1.16849 1.38007 -6.95497 0.0 -0.1 0.2 -1.534
Cl 2.18157 1.03672 -8.36394 0.0 0.0 -0.1 0.553
Cl -0.36870 0.52231 -7.06787 0.1 0.1 0.0 0.507
Cl 2.00997 0.95145 -5.46961 0.0 0.2 -0.1 0.501
H 0.96511 2.44317 -6.93700 0.0 0.0 0.0 -0.005
C 0.30005 8.78455 3.08106 0.0 0.0 -0.2 -1.510
Cl -1.21724 9.38588 3.75618 0.0 0.0 0.0 0.537
Cl 0.18791 7.05709 2.74012 0.0 0.9 0.2 0.462
Cl 0.73454 9.68279 1.62359 0.0 0.0 0.0 0.521
H 1.08027 8.93452 3.81583 0.0 0.0 0.0 0.018
C 4.74191 3.82547 -8.17012 0.0 0.1 0.0 -1.554
Cl 6.20327 3.44895 -7.25610 0.0 0.0 0.0 0.541
Cl 3.82397 5.10937 -7.37942 0.0 -0.1 0.0 0.523
Cl 5.14542 4.27567 -9.82925 0.0 0.0 0.0 0.530
H 4.12298 2.93837 -8.20040 0.0 0.0 0.0 -0.054
C 1.63535 8.66549 -2.22942 0.1 0.0 0.0 -1.546
Cl 1.95965 8.38504 -3.94068 0.0 0.0 0.0 0.533
Cl 2.20767 7.30578 -1.25814 0.0 0.0 0.0 0.520
Cl 2.37856 10.17143 -1.69034 0.0 0.0 0.0 0.527
H 0.56474 8.74952 -2.09629 0.0 0.0 0.0 0.015
C -3.50703 -1.60315 -8.45881 0.0 0.1 -0.1 -1.544
Cl -3.11625 -1.26859 -6.76666 -0.1 -0.1 0.0 0.490
Cl -4.60956 -0.38228 -9.09451 0.0 0.0 0.0 0.531
Cl -2.04203 -1.69132 -9.43574 0.0 0.0 0.0 0.523
H -4.00209 -2.56369 -8.50533 0.0 0.0 0.0 0.011
C 9.12451 2.18614 -9.43692 0.1 0.0 0.0 -1.569
Cl 8.73025 0.46831 -9.34589 0.0 0.0 0.0 0.518
Cl 10.14358 2.66614 -8.07785 -0.1 0.0 0.0 0.517
Cl 9.90880 2.56614 -10.97175 0.0 0.0 0.0 0.522
H 8.20075 2.74801 -9.38010 0.0 0.0 0.0 -0.036
C 0.58572 4.21283 -2.59017 0.0 -0.1 0.1 -1.543
Cl 2.04967 3.45314 -1.96739 0.0 0.1 0.0 0.527
Cl 0.61339 4.26590 -4.35501 0.0 0.1 0.0 0.523
Cl -0.84557 3.36336 -2.00227 0.0 0.1 -0.1 0.570
H 0.54768 5.22977 -2.22233 0.0 0.0 0.0 -0.035
C 0.51826 -2.20162 6.85007 0.0 0.0 0.1 -1.489
Cl 0.95813 -2.74600 5.23097 0.3 0.4 0.1 0.582
Cl -0.95081 -3.01572 7.40158 0.1 0.6 0.0 0.596
Cl 1.84454 -2.47786 7.98284 0.0 0.0 0.0 0.536
H 0.32147 -1.13858 6.80827 0.0 0.0 0.0 0.013
C 3.42242 -8.06672 1.66248 -0.1 0.0 0.0 -1.503
Cl 3.56665 -6.73910 2.81876 0.1 -0.1 0.0 0.559
Cl 1.83127 -8.82866 1.76017 0.3 -0.2 0.0 0.592
Cl 3.74553 -7.50513 0.02074 0.0 0.0 0.0 0.545
H 4.16555 -8.80938 1.91926 0.0 0.0 0.0 0.009
C -1.69208 12.16282 6.44716 0.0 0.1 0.1 -1.568
Cl -2.94191 12.21255 7.69181 0.0 0.0 0.0 0.524
Cl -1.25185 13.79411 5.93902 0.0 0.0 0.0 0.524
Cl -0.27430 11.28331 7.02025 0.0 0.0 0.0 0.510
H -2.08968 11.63777 5.58885 0.0 0.0 0.0 -0.022
C -6.44489 2.65019 0.26520 -0.1 0.1 0.0 -1.564
Cl -6.38478 4.01443 1.38325 0.0 0.0 0.0 0.528
Cl -7.97075 1.77845 0.42659 0.0 0.0 0.0 0.528
Cl -6.21362 3.19582 -1.39363 0.1 0.0 -0.1 0.528
H -5.64156 1.97267 0.51485 0.0 0.0 0.0 -0.023
C 3.95120 4.68942 2.85691 0.0 0.1 0.0 -1.543
Cl 5.66035 4.93967 2.49538 0.0 0.0 0.0 0.534
Cl 3.55517 5.31004 4.46153 0.0 0.0 0.0 0.524
Cl 2.93430 5.44778 1.63289 0.2 -0.1 -0.1 0.474
H 3.75453 3.62525 2.84770 0.0 0.0 0.0 0.005
```
Positions in Å, forces in eV/Å.

E: -592922.36478 eV
Gap between HOMO and LUMO: 9.1 eV
HOMO level: -0.330 hartree
Energy above the lowest of the compared OMol25 structures with the same formula, charge and spin: 0.628 eV
Maximum force: 2.2 eV/Å

2.
Density functional theory data (ωB97M-V/def2-TZVPD) for a molecular structure, C28H37BCoNO3 in a non-equilibrium geometry.

```
71
Properties=species:S:1:pos:R:3:forces:R:3:lowdin_spin:R:1
C -1.81519 -0.53910 1.38875 -0.9 -0.3 -0.3 0.054
C -2.32312 -0.27586 0.09587 -0.1 -0.5 0.4 0.037
C -1.81868 -1.25680 -0.78739 0.0 0.3 -0.1 0.029
H -2.96895 0.54187 -0.16959 0.0 0.1 -0.1 0.002
C -1.02586 -2.14394 -0.03021 0.3 -0.4 0.0 0.019
C -1.02700 -1.70469 1.30511 -0.2 -0.4 0.1 0.089
H -0.46383 -2.97365 -0.41852 0.0 -0.2 0.0 -0.002
C 0.79110 2.15597 0.50616 0.0 0.3 -0.2 0.069
C -0.56398 2.29359 0.16246 0.1 0.4 -0.2 0.039
C -0.70880 1.92143 -1.19148 0.0 0.2 0.0 0.043
H -1.35869 2.59765 0.82262 -0.1 0.0 0.1 0.002
C 0.54958 1.53896 -1.70321 0.1 0.0 0.3 0.018
C 1.47485 1.69385 -0.63742 0.4 0.0 -0.3 0.034
H -2.01947 -1.33249 -1.84240 -0.1 0.0 -0.2 0.001
H -0.45396 -2.13885 2.10566 -0.1 -0.1 0.1 0.003
H -2.00813 0.03751 2.27760 0.1 0.1 0.0 0.002
H 2.52259 1.45827 -0.67201 0.2 0.0 0.0 -0.001
H -1.63522 1.90345 -1.73666 -0.1 0.0 -0.1 0.002
H 1.22696 2.33253 1.47524 -0.1 0.1 -0.1 0.002
Co 0.00000 0.00000 0.00000 -0.4 0.6 1.7 2.370
C 0.88325 1.12166 -3.12001 0.2 0.2 0.3 0.001
C 2.15234 1.86795 -3.54626 0.0 0.0 -0.2 0.001
C -0.26210 1.46828 -4.06597 0.0 -0.1 0.0 0.001
H 1.99823 2.94350 -3.47025 -0.1 0.1 0.1 0.000
H 2.41168 1.61991 -4.57017 0.1 0.0 -0.1 0.000
H 2.99294 1.60819 -2.90450 0.0 0.0 0.0 0.000
H -0.44493 2.54145 -4.07946 0.0 0.1 0.1 0.000
H -1.18379 0.97101 -3.76479 -0.1 -0.1 0.0 0.000
H -0.01766 1.15619 -5.07523 0.1 -0.1 -0.3 0.000
C 1.11201 -0.39531 -3.09912 -0.1 -0.2 -0.3 -0.003
C 1.58708 -1.06729 -4.36933 0.0 0.5 -0.1 0.000
H 0.17977 -0.88050 -2.79642 0.0 0.2 0.1 -0.001
H 1.81924 -0.64436 -2.30890 0.2 0.0 0.1 -0.001
O 2.10798 -0.49276 -5.31950 -0.2 -0.4 0.2 0.000
N 1.40862 -2.42088 -4.39504 0.1 -0.2 -0.2 0.000
C 0.66008 -3.22473 -3.45637 0.1 0.0 0.0 0.000
H 1.66879 -2.84142 -5.27323 0.0 0.0 0.0 0.000
C -0.83512 -3.27367 -3.67676 -0.2 -0.1 0.0 0.000
C -1.60369 -4.10899 -2.86787 0.0 0.0 -0.1 0.000
H -1.12186 -4.69185 -2.09253 0.0 0.0 0.0 0.000
C -2.97582 -4.19019 -3.03596 0.0 0.0 0.0 0.000
H -3.55750 -4.84352 -2.39937 0.0 0.0 0.0 0.000
C -3.60584 -3.42660 -4.01146 0.1 0.0 0.0 0.000
H -4.67822 -3.48475 -4.13973 0.0 0.0 0.0 0.000
C -2.85004 -2.58568 -4.81243 0.0 0.0 0.0 0.000
H -3.33066 -1.98531 -5.57353 0.0 0.0 0.0 0.000
C -1.47205 -2.51230 -4.64763 0.1 0.0 0.0 0.000
H -0.88984 -1.86088 -5.28479 0.0 0.1 0.0 0.000
H 0.85288 -2.87828 -2.44216 0.0 0.1 0.1 0.000
H 1.05954 -4.23818 -3.50094 0.0 -0.1 0.0 0.000
C 3.36283 1.42878 3.54000 0.0 0.3 0.2 0.001
C 2.51433 0.14359 3.73563 1.2 0.2 1.4 0.008
C 3.31711 -0.78797 4.66740 0.0 -0.3 0.1 0.001
O 2.35260 -0.46016 2.46272 -2.9 1.0 0.6 0.025
B 0.99023 -0.04792 2.10892 0.2 0.4 -2.2 0.126
O 0.29476 0.71834 3.15156 1.7 -1.5 -1.7 0.017
C 1.05760 0.43354 4.28327 0.1 0.2 1.8 0.005
C 0.39067 -0.77786 4.99563 0.2 -0.2 0.2 0.001
C 0.98073 1.63188 5.25714 0.1 0.3 0.0 0.001
H 4.34235 1.17643 3.08073 -0.7 0.0 0.2 0.000
H 3.56854 1.92557 4.51242 -0.1 -0.3 -0.5 0.000
H 2.86308 2.15941 2.88130 0.1 -0.3 0.2 0.000
H 4.32847 -0.97701 4.25109 -0.5 0.2 0.2 0.000
H 3.42662 -0.32826 5.67437 0.0 -0.3 -0.5 0.001
H 2.82311 -1.77524 4.77499 0.2 0.6 0.0 0.000
H 0.91225 -1.02105 5.94526 -0.3 0.1 -0.5 0.000
H -0.66597 -0.53758 5.24614 0.7 0.0 -0.3 0.000
H 0.38762 -1.67729 4.34761 0.1 0.5 0.3 0.000
H 1.32038 2.57073 4.77236 -0.1 -0.6 0.3 0.000
H -0.07235 1.80749 5.56987 0.6 -0.3 -0.2 0.000
H 1.59238 1.44573 6.16409 -0.3 0.1 -0.4 0.000
```
Positions in Å, forces in eV/Å.

2S+1: 4
E: -75573.80805 eV
Gap between HOMO and LUMO (alpha / beta): 5.0 / 6.3 eV
HOMO level (alpha / beta): -0.081 / -0.129 hartree
Net charge: -1
⟨S²⟩: 3.78
Maximum force: 3.1 eV/Å